# 1
The following is a quantum chemistry calculation of 18 unconnected molecules or ions with the total composition C84H136N22O30 in a non-equilibrium geometry, from the Open Molecules 2025 dataset.

Positions of all 272 atoms, in Å:
O1 -2.8262 -5.3399 2.4477
C1 -4.7755 1.3132 -3.5746
H1 -8.2941 4.6295 -2.6621
H2 1.3937 3.2049 5.8738
C2 1.5792 1.0643 5.3810
O2 4.5906 3.1760 0.3362
C3 8.3230 2.8114 1.3475
C4 -10.4073 -9.0592 7.3759
H3 1.0122 -4.2729 -4.1931
C5 -2.0889 5.1518 -0.3299
H4 -9.7716 -5.7206 9.1437
C6 7.6995 4.5456 -0.0613
C7 6.3739 -4.5286 -7.5363
H5 7.0585 2.1195 -3.2338
C8 1.6482 -1.2271 -5.2994
N1 5.3030 -2.4083 -3.5566
H6 5.0342 -5.7890 1.9733
H7 -7.2311 -2.7305 7.0118
C9 -7.2361 -3.7635 6.6965
H8 -8.2927 2.2032 -1.0905
O3 6.6077 5.2929 -4.8448
H9 -2.4708 4.5545 0.4980
H10 10.0134 -1.6738 -5.2204
H11 9.0782 0.9988 0.4620
H12 3.9525 4.5186 3.5790
N2 -1.8754 2.5195 3.3274
N3 -3.1683 6.1900 -2.2037
C10 1.4522 -0.6959 -0.8711
C11 -8.6137 1.5865 -3.1570
C12 4.4767 -3.1141 -7.1129
H13 -1.1998 5.6620 0.0408
C13 1.1781 5.9575 1.6579
O4 5.8761 3.3162 -5.0337
H14 0.8792 6.1480 0.6271
C14 3.2598 -2.7494 -6.3281
N4 2.6008 1.2230 -1.6327
C15 -1.4676 -2.0483 2.1948
C16 7.8250 1.3624 -3.1583
C17 6.1447 -2.6082 -8.8184
H15 3.0254 -4.7600 -5.5620
C18 6.2339 -3.9861 1.8493
C19 0.5260 0.1685 -0.1985
C20 -6.9399 -6.4727 6.4922
H16 7.9690 -3.6975 -10.2385
C21 3.7439 1.7529 -2.4217
C22 -6.7989 8.1435 -4.4072
C23 -9.4400 -8.1754 6.8652
H17 -0.8871 4.5274 -1.8729
C24 -7.7078 3.7221 -2.5169
H18 7.4512 -6.1909 0.1807
H19 8.3517 2.5051 2.3828
H20 -6.9035 3.9221 -1.8090
H21 -4.4560 -2.2401 2.6316
C25 -11.9215 -9.7402 9.0515
C26 0.5858 1.5781 -0.3320
H22 6.5020 4.1682 2.7827
C27 -2.0440 7.0432 -2.6388
N5 0.4840 3.5828 -4.0192
H23 -6.4918 9.1891 -4.3888
H24 7.3759 0.2351 -4.9959
H25 -12.7042 -9.2255 9.6087
H26 -4.9881 -5.9929 5.6434
C28 3.2300 -2.2535 3.4213
H27 -8.6615 0.5394 -2.8579
H28 -4.6625 1.2780 -4.6582
C29 8.6528 1.9777 0.2968
H29 1.8960 3.1319 -1.2189
H30 -5.5245 7.5612 -6.0958
O5 1.3379 -4.3361 -1.5096
H31 -0.0599 4.7274 4.4208
H32 3.1000 5.1366 5.1181
N6 -0.6510 -2.6436 5.8981
C30 -7.4813 1.1847 -5.3413
H33 -3.9927 -0.1177 1.1736
C31 1.6742 4.5892 1.8947
O6 -6.8610 -3.2345 3.2594
N7 6.8240 -3.7127 -8.5231
H34 -6.2834 1.2585 -2.0522
H35 4.0261 -1.5832 0.5829
N8 -11.0302 -8.7263 8.4975
H36 -4.5372 -3.0854 6.8307
H37 7.2013 5.4980 -0.1666
H38 -2.6490 4.6069 -3.6459
H39 -6.7394 -7.5287 6.3864
H40 -4.2030 -1.3410 -4.1137
H41 -12.4456 -10.2084 8.2183
H42 -4.6301 -1.6649 -2.4985
H43 -3.6381 0.5488 -1.7915
H44 3.0323 2.7947 5.4212
C32 4.8817 -2.2573 0.5423
O7 -5.6616 3.6113 0.7052
C33 -3.2236 6.1170 -0.7022
H45 -1.8882 7.0059 -3.7169
H46 3.6102 1.4239 -3.4522
C34 -9.2122 -6.9164 7.4404
H47 -7.6792 8.0300 -5.0399
H48 -1.9522 3.1602 -1.3031
C35 -3.6536 -1.7191 3.1539
O8 0.7598 2.3890 -4.2568
H49 5.8572 -0.7921 2.0870
H50 -6.4328 1.2397 -5.6340
H51 -0.9752 -2.5455 -4.3488
H52 3.2350 -0.6365 -6.6233
H53 -7.6071 3.7126 -4.6351
H54 6.9820 -8.7114 0.7266
H55 -2.0339 0.7735 -0.2667
O9 2.5548 -5.2329 -0.0699
C36 0.0580 5.9543 2.6367
O10 -0.1515 -2.4597 6.9850
C37 -4.4277 7.1363 -4.3179
H56 0.6368 2.7423 3.5581
H57 4.3869 -1.4260 -8.4463
H58 7.0124 -3.6160 1.1822
C38 2.0835 0.5222 6.6130
C39 0.6605 5.3719 3.9171
N9 1.8803 4.5060 3.4276
N10 -5.3939 2.4147 0.7442
H59 -1.4507 -2.8650 2.9014
H60 3.6945 2.8396 -2.4919
C40 -7.0970 3.2249 -3.8044
H61 -2.7058 0.6675 -3.2168
O11 -1.8588 -2.8967 5.8562
C41 -2.9828 -0.5003 1.1734
H62 8.0046 -5.2014 -9.4367
C42 3.8061 -3.3571 2.5095
C43 1.5681 -3.5208 -4.7332
H63 -3.2323 -2.2818 3.9869
H64 5.5514 -7.9428 0.0991
H65 8.3229 -1.7175 -5.7060
C44 9.9742 -0.3861 -3.0011
N11 -7.2971 1.7166 -3.8869
C45 8.0261 3.7391 -1.1742
H66 2.6490 4.3589 1.4648
H67 -4.5134 2.3586 -3.4118
H68 2.0276 0.4420 4.6065
H69 -3.9195 -0.7397 3.5518
H70 2.2379 2.3258 3.0261
O12 -8.4547 -2.1998 4.0772
H71 -4.8294 7.4611 -2.0627
H72 7.8768 4.1278 -2.1707
H73 10.5190 0.7111 -1.1868
C46 4.3307 -1.2502 3.6355
H74 3.2004 6.1541 3.7525
H75 -11.4553 -10.4652 9.7187
H76 8.6280 -2.5345 -4.2321
C47 -8.6443 2.6654 -2.0129
H77 0.5424 -2.1305 1.4721
C48 5.8018 -5.3602 1.3291
H78 -7.8261 0.1533 -5.2675
C49 2.7206 -1.4728 -6.1734
C50 -2.8714 4.7262 -2.5855
O13 -6.7853 -1.1279 3.4668
C51 8.7289 1.4866 -2.0816
O14 4.7483 2.4056 2.3162
H79 -9.4504 1.7527 -3.8356
O15 -4.7260 -6.1088 3.1680
H80 5.3154 -5.1868 0.3692
H81 2.8163 -2.6279 4.3576
O16 1.2562 4.2096 -3.3233
H82 2.0163 1.2159 7.4511
C52 2.6445 -3.7498 -5.5332
H83 8.1941 4.8061 3.0380
C53 9.8129 0.6088 -1.9976
O17 -4.7225 1.9004 -0.1531
H84 -3.3447 7.0653 -0.1787
H85 5.0093 -4.9161 -6.0193
H86 -5.2828 5.8813 -2.5313
H87 -6.1940 6.2337 -5.2834
H88 0.0698 -2.2473 -2.8490
C54 4.9179 -2.3247 -8.1694
N12 5.1079 -2.8686 1.9104
C55 -8.1561 -5.9771 6.9543
O18 0.0858 -2.5519 4.8934
H89 -1.1041 6.7363 -2.1802
H90 -11.4669 -7.4531 10.0025
H91 -9.0645 -4.0867 7.6664
C56 -4.9519 -3.3977 5.8722
C57 1.6922 2.9520 3.7319
H92 4.0718 -4.2783 3.0280
H93 -6.0486 3.4013 -4.0449
H94 -3.9025 8.0885 -4.2419
H95 4.7681 -1.3362 4.6302
H96 6.9363 5.7224 2.0825
O19 6.1655 -3.2229 -3.9773
H97 -0.2652 6.9715 2.8581
H98 4.6824 1.3999 -1.9943
H99 -3.8489 4.2735 -2.4195
C58 -10.8500 -7.5557 9.1220
H100 -8.9045 -8.4907 5.9819
C59 -9.9699 -6.6466 8.6244
C60 -5.9172 -5.6099 6.0391
C61 -5.7526 7.2112 -5.0890
H101 3.2572 -0.7257 -2.1554
C62 8.0134 -4.1295 -9.2388
H102 6.5116 -2.0077 -9.6377
C63 8.9908 -1.7091 -4.8447
N13 6.0460 4.3086 -4.3584
N14 -7.3482 -2.1711 3.5934
C64 5.5135 -1.5908 2.7442
C65 6.2856 -7.8916 0.9031
H103 -10.5950 -10.0355 6.9539
O20 -5.6537 1.7606 1.7595
C66 5.2450 -4.2100 -6.8019
O21 -0.5479 4.0312 -4.5155
H104 -0.4476 -0.9593 -4.0024
H105 -4.0783 5.4855 -0.4598
C67 8.4477 2.4198 -0.9877
C68 6.9158 -6.4533 1.0932
H106 6.5297 -4.0671 2.8952
N15 8.9940 -0.4787 -4.0116
N16 1.0245 -2.2516 -4.7227
H107 2.0077 6.6195 1.9060
H108 3.1179 0.1807 6.5735
O22 -1.3756 2.7933 2.2121
C69 3.1490 5.1012 4.0297
O23 -2.0319 1.3479 3.6325
C70 -3.8475 -1.1944 -3.0938
H109 3.1079 -3.5734 1.7008
O24 -4.4788 -5.4298 1.1798
H110 -6.9957 7.8627 -3.3725
O25 5.4112 -1.2047 -3.7966
H111 5.8017 -1.7934 0.1865
C71 -1.8882 -0.0152 0.4566
O26 0.7454 -4.2799 0.4967
C72 -1.8762 4.2235 -1.5302
H112 3.9383 -0.2481 3.4623
O27 4.3800 -2.8356 -2.8165
C73 -8.2769 -4.5830 7.1188
O28 -2.2500 3.4046 4.0131
H113 -8.1634 1.8436 -5.8786
H114 -3.0030 -1.7814 -2.7327
H115 -0.7241 5.2596 2.3305
H116 1.3870 -1.7668 -0.7472
O29 4.6851 1.0260 0.7280
N17 1.5411 -4.5594 -0.3337
H117 1.1908 -0.2489 -5.2844
C74 -0.1505 -2.0018 -3.8880
H118 -6.4302 -0.1108 -3.1345
H119 6.9358 -5.4272 -7.3284
C75 2.5035 -0.1375 -1.6530
N18 -2.6690 -1.4396 2.1145
H120 1.5640 -0.3383 7.0348
H121 0.9701 6.2269 4.5181
C76 -6.2078 0.9556 -3.0965
H122 2.3590 -1.8238 2.9265
H123 10.6710 -1.2112 -2.9887
H124 -0.1032 2.2840 0.1078
H125 6.4699 -1.8444 3.2014
H126 7.6719 -6.4608 1.8782
H127 5.7998 -8.1119 1.8536
N19 -4.0036 -5.6239 2.2695
H128 -9.6549 3.0663 -1.9339
N20 7.8223 4.0490 1.1788
H129 8.8315 -3.9040 -8.5548
C77 -0.4011 -1.6054 1.4929
H130 -5.3381 -2.6140 5.2205
H131 0.9539 3.8587 1.5264
C78 -4.5671 6.6696 -2.7648
C79 1.9857 2.5822 5.2030
C80 7.3298 4.7493 2.3762
C81 1.7213 2.0802 -1.0468
H132 4.6065 -3.0294 -0.1762
N21 4.6777 2.2013 1.0899
H133 0.5007 0.9747 5.2515
O30 5.5662 4.3035 -3.2417
H134 -3.8040 6.5057 -4.9515
C82 -0.5838 -0.4457 0.6460
C83 -3.6893 0.3579 -2.8634
H135 -2.2522 8.1108 -2.5681
C84 8.0041 0.3627 -4.1267
N22 -6.0978 -4.2777 6.2161
H136 -4.1602 -3.8836 5.3020

Largest force on an atom in hartree/bohr: 0.0890
HOMO energy in eV: -7.79
Frontier orbital gap in Ha: 0.0704
Total charge: +2



# 2
The following is a quantum chemistry calculation of a gas-phase ion, C5H11NP (charge +1) in a non-equilibrium geometry, from the Open Molecules 2025 dataset.

Positions of all 18 atoms, in Å:
H1 -0.5532 -2.4258 -0.1260
H2 2.1395 -1.1342 0.6541
H3 -1.6921 1.5622 -0.3994
H4 -2.1708 -1.3520 -0.3938
H5 1.2088 0.1127 -2.0272
C1 -1.1575 -1.5596 0.2082
H6 -0.3501 0.7607 -2.0149
P1 -0.1151 -0.1586 -0.0768
H7 -1.4792 1.0598 1.4094
C2 1.9357 1.1503 0.9003
H8 1.1568 -0.5774 2.0444
H9 -1.2172 -1.7451 1.2387
N1 2.1883 2.2521 0.8813
C3 1.4202 -0.4234 1.0178
H10 -0.1183 -1.0021 -2.4885
H11 -0.3579 2.2578 0.5528
C4 0.1609 -0.1338 -1.8643
C5 -0.9985 1.3561 0.4838

Energy above the lowest of the compared OMol25 structures with the same formula, charge and spin in eV: 0.000
Largest force on an atom in hartree/bohr: 0.1157
HOMO energy in eV: -16.18
Frontier orbital gap in Ha: 0.4788
Total charge: +1



What is the HOMO energy in the second record?
-16.18 eV



Which of these has the highest total charge?
C84H136N22O30



Which value of HOMO energy does entry 2 give?
-16.18 eV



Among the records above, which one has the highest total charge?
C84H136N22O30